1.
DFT (ωB97M-V/def2-TZVPD) results for a molecular structure, C36H28F2GeN5SSn.

Properties
* charge: +3
* orbital gap (alpha / beta): 0.1938 / 0.1880 Ha
* energy relative to the best compared isomer or geometry (same formula, charge and spin): 5.9 kJ/mol

Last column: Mulliken charge in e.
Cartesian coordinates (Å):
Sn (0.6235, 0.4004, -0.4562)  1.52
Ge (0.8336, -2.1099, 1.4340)  0.09
S (0.9373, 2.3495, 0.9795)  -0.28
F (3.1182, -1.5721, -4.6953)  -0.35
F (-1.4290, -2.4994, -4.5690)  -0.33
N (2.7446, 0.5822, -1.0661)  0.32
N (-0.9732, 3.4587, 2.3008)  -0.85
N (-1.7780, 2.2673, 0.4559)  -0.24
N (-1.4469, 1.6644, -0.5941)  -0.22
N (-2.1618, 3.7679, 2.7275)  0.32
C (2.2667, -0.2287, 5.4240)  -0.49
C (3.7107, 1.1902, -0.3527)  -0.06
C (5.0346, 1.1258, -0.7147)  -1.10
C (0.8536, -2.0313, -4.6620)  -0.90
C (0.5715, -1.2919, 4.0972)  -0.67
C (-3.5167, 1.7283, 2.5363)  -0.34
C (-4.3967, 1.2550, -3.4919)  -0.49
C (-0.7363, 2.6280, 1.3029)  0.50
C (2.7165, -0.7012, 3.1133)  0.04
C (-5.7278, 3.3307, 3.2050)  -0.66
C (1.8815, -0.7295, -2.8670)  -1.01
C (1.8172, -4.4656, -1.7875)  -0.73
C (1.4360, -1.2626, 2.9932)  0.98
C (3.8933, -3.4713, -1.0349)  -0.73
C (4.3680, -0.2216, -2.5903)  -0.80
C (1.8174, -2.8993, 0.0436)  1.07
C (0.9968, -0.7804, 5.3131)  -0.71
C (-0.3653, -1.9247, -4.0267)  0.44
C (-5.8759, 1.9673, 2.9621)  -0.49
C (5.3620, 0.3972, -1.8520)  -0.55
C (3.0432, -0.1113, -2.1841)  0.49
C (-2.0871, 1.4561, -2.8860)  -0.26
C (3.2102, -2.7557, -0.0689)  -0.30
C (-0.5168, -1.2310, -2.8331)  -0.99
C (-4.7714, 1.2526, -2.1469)  -0.74
C (1.9504, -1.4384, -4.0681)  0.97
C (1.1215, -3.7551, -0.8249)  -0.58
C (-3.3781, 3.1107, 2.7519)  1.04
C (3.1251, -0.1839, 4.3271)  -0.85
C (-3.0611, 1.3704, -3.8619)  -0.86
C (-4.7656, 1.1697, 2.6477)  -0.57
C (3.1972, -4.3229, -1.8895)  -0.54
C (-3.8156, 1.3813, -1.1644)  0.06
C (-4.4794, 3.9051, 3.1195)  -0.59
C (-2.4679, 1.4685, -1.5406)  0.37
C (0.6068, -0.6265, -2.3031)  0.48
H (0.9598, -2.5652, -5.5970)  0.58
H (4.9692, -3.3878, -1.1138)  0.50
H (3.3943, -0.6786, 2.2683)  0.22
H (-0.4150, -1.7336, 4.0160)  0.41
H (-6.5835, 3.9349, 3.4721)  0.43
H (-2.6511, 1.1088, 2.3449)  0.71
H (-1.0444, 1.5736, -3.1509)  0.58
H (6.3937, 0.3120, -2.1679)  0.51
H (4.1148, 0.2393, 4.4337)  0.46
H (3.7394, -4.8937, -2.6325)  0.48
H (0.0477, -3.8753, -0.7405)  0.40
H (-4.8939, 0.1042, 2.5155)  0.46
H (3.7597, -2.1136, 0.6086)  0.26
H (-5.1569, 1.1700, -4.2571)  0.44
H (-6.8551, 1.5137, 3.0385)  0.46
H (2.5973, 0.1644, 6.3763)  0.44
H (-2.7880, 1.4041, -4.9074)  0.48
H (-5.8144, 1.1551, -1.8795)  0.44
H (1.2918, -5.1455, -2.4448)  0.50
H (-2.1444, 4.6503, 3.2367)  0.29
H (-0.6414, -2.5013, 1.4590)  0.07
H (0.3470, -0.8229, 6.1766)  0.44
H (-1.4941, -1.1866, -2.3734)  0.70
H (-4.3472, 4.9631, 3.3150)  0.42
H (4.6238, -0.7788, -3.4751)  0.64
H (3.4025, 1.7463, 0.5218)  0.46
H (5.7844, 1.6379, -0.1293)  0.50
H (-4.0827, 1.3922, -0.1160)  0.32

=====

2.
DFT (ωB97M-V/def2-TZVPD) results for 2 unconnected molecules or ions with the total composition C36H28F3N4O2 in a non-equilibrium geometry.

Properties
* charge: +1
* orbital gap: 0.2484 Ha
* energy relative to the best compared isomer or geometry (same formula, charge and spin): 18.9 kJ/mol

Last column: Mulliken charge in e.
Cartesian coordinates (Å):
F (-4.2647, -0.9353, 4.2048)  -0.29
F (-1.0029, -4.0232, 5.9215)  -0.30
F (3.5927, -1.5064, 6.7699)  -0.30
O (3.2240, -1.5556, -0.6384)  -0.63
O (-2.6249, 3.1774, 0.8700)  -0.56
N (0.0807, 0.1229, 1.2728)  -0.14
N (-1.6439, 2.3967, -1.0799)  0.12
N (1.1615, -1.4928, -1.7678)  0.17
N (-0.1867, 0.7171, -2.7341)  -0.11
C (-4.6764, 3.5540, -1.6408)  -0.21
C (-0.0532, 0.5793, -1.3895)  0.77
C (2.1228, -1.0187, 4.9354)  -0.94
C (0.6650, -0.5198, -0.8987)  -0.22
C (-2.9437, -1.3633, 4.2964)  0.45
C (-3.1534, 5.4331, -1.4511)  -0.19
C (-0.3369, -2.3957, 4.3057)  -0.95
C (-1.3232, -2.9361, 5.1164)  0.39
C (-1.9771, -0.7460, 3.5090)  -1.07
C (-3.9981, 6.1911, -2.2800)  -0.53
C (4.1161, 0.5651, 3.7479)  -0.65
C (-2.6400, -2.4263, 5.1766)  -0.80
C (-3.4602, 4.0816, -1.1872)  -0.30
C (0.8092, -0.6536, 0.4850)  -0.51
C (2.2464, -5.3647, -3.2009)  -0.66
C (1.9552, -4.2985, -2.3488)  -0.05
C (3.3918, -0.9395, 5.5029)  0.00
C (-5.5276, 4.3185, -2.4409)  -0.63
C (0.5476, -0.0851, -3.6586)  -0.74
C (2.8116, -3.1923, -2.3396)  -0.09
C (1.8216, -0.3449, 3.7076)  0.43
C (2.4447, -2.0010, -1.4991)  0.41
C (-0.6003, -1.1423, 3.6497)  1.22
C (2.8654, 0.4575, 3.1230)  -0.35
C (-0.5140, 2.0046, -3.2504)  -0.86
C (4.0136, -3.1638, -3.0590)  -0.32
C (3.4121, -5.3233, -3.9830)  -0.36
C (-2.5439, 3.1875, -0.3155)  0.55
C (-0.6096, 1.2106, 0.8403)  -0.74
C (4.2886, -4.2258, -3.9293)  -0.60
C (4.3976, -0.1400, 4.9563)  -0.54
C (-0.7531, 1.4620, -0.5231)  -0.16
C (0.7036, -1.4987, -3.1869)  -0.48
C (-1.7170, 2.5593, -2.5374)  -0.62
C (0.4261, -0.1994, 3.2935)  0.46
C (-5.1871, 5.6347, -2.7762)  -0.38
H (1.5810, -6.2281, -3.2108)  0.40
H (5.2066, -4.2112, -4.5274)  0.38
H (4.8684, 1.2629, 3.3380)  0.38
H (-0.7564, 1.8495, -4.3038)  0.39
H (-2.2392, 0.0978, 2.8569)  0.49
H (-6.4845, 3.9049, -2.7640)  0.38
H (0.3425, 2.6965, -3.1650)  0.34
H (-0.2475, -2.0646, -3.2649)  0.22
H (-0.9676, 1.8461, 1.6491)  0.83
H (-4.9303, 2.5257, -1.3877)  0.46
H (-3.4169, -2.9040, 5.7735)  0.48
H (4.6838, -2.2998, -2.9552)  0.40
H (1.4623, -1.9739, -3.8243)  0.42
H (5.3421, -0.0165, 5.5026)  0.43
H (0.6696, -2.8332, 4.2947)  0.97
H (2.6297, 1.1152, 2.2693)  0.36
H (1.0731, -4.2831, -1.7063)  0.44
H (-2.2357, 5.8751, -1.0440)  0.41
H (0.0635, 0.8717, 3.1325)  0.22
H (-5.8267, 6.2205, -3.4431)  0.39
H (1.5310, -1.3256, 0.9573)  0.58
H (-0.0277, -0.0602, -4.5820)  0.42
H (-2.6441, 2.0715, -2.9276)  0.33
H (1.3104, -1.3919, 5.5691)  0.69
H (1.5292, 0.3611, -3.8592)  0.29
H (-1.7437, 3.6372, -2.7792)  0.41
H (3.6232, -6.1455, -4.6687)  0.38
H (-3.7564, 7.2415, -2.4980)  0.38

=====

> The highest charge belongs to which entry?

C36H28F2GeN5SSn

=====

> The highest charge belongs to which entry?

C36H28F2GeN5SSn

=====

> The lowest charge belongs to which entry?

C36H28F3N4O2

=====

> Which of these has the highest energy relative to the best compared isomer or geometry (same formula, charge and spin)?

C36H28F3N4O2